Record 1
13
Properties=species:S:1:pos:R:3:forces:R:3:lowdin_charge:R:1 method="wB97M-V/def2-TZVPD" homo_energy_ev="-8.72 / -8.70" gap_ha="0.2274 / 0.2298" de_lowest_kcal_mol=116.3 e_lumo_ev="-2.53 / -2.45"
S 0.33187 2.83728 0.97741 -0.26 -0.16 0.13 0.148
N -0.65206 -0.87817 1.32259 -0.35 1.99 0.06 -0.018
N 0.99790 0.01574 -0.46510 -0.72 -1.42 -0.14 -0.123
N -1.17049 0.24876 1.24951 0.62 -0.03 0.98 -0.016
C -0.05289 0.11507 -1.50082 -0.24 2.64 1.17 -0.140
C 0.60523 -1.01570 0.43485 -1.20 -1.11 -0.89 -0.281
H -0.80671 0.76896 -1.01584 -0.01 -0.02 -1.08 0.043
H 1.39247 -1.14856 1.11610 0.87 -0.43 1.39 0.086
H 0.26875 0.51203 -2.46133 0.28 0.14 0.18 0.073
H 1.17380 0.86398 0.09525 -0.29 -0.21 -0.93 -0.056
H -0.58070 -0.78587 -1.67730 -0.01 -1.27 -0.02 0.058
H -1.91866 0.48171 1.99065 0.92 -1.33 -1.20 0.096
H 0.41150 -2.01524 -0.06598 0.38 1.21 0.32 0.129

=====

Record 2
56
Properties=species:S:1:pos:R:3:forces:R:3:lowdin_charge:R:1 method="wB97M-V/def2-TZVPD" homo_energy_ev=-7.78 gap_ha=0.3109 smiles="CCOc1ccc(CCNC(=O)CSCc2ccc(C)cc2)cc1OCC" de_lowest_kcal_mol=5.3 e_lumo_ev=0.68
S -1.80293 -0.85678 2.10439 0.05 0.02 0.15 0.917
O -1.61054 -1.47268 -1.50952 -0.06 0.27 -0.15 -0.042
O -2.11579 2.35784 3.18092 0.24 0.17 0.19 0.044
O 1.14839 -0.54163 -1.49133 -0.47 0.02 0.22 -0.090
N -3.66607 1.90112 1.60373 -0.38 0.13 -0.30 0.059
C 0.96364 -0.66386 2.12211 -0.03 -0.07 -0.05 -0.295
C -3.26601 2.93839 -0.58735 0.11 -0.05 0.31 -0.132
C -1.21147 -0.19765 -1.26274 0.01 0.23 0.00 -0.210
C -0.78715 2.49995 -0.68340 -0.01 -0.03 -0.01 -0.033
C 2.26875 -2.42116 1.12279 0.06 0.03 0.01 -0.043
C -2.08598 2.02982 -0.79651 -0.09 -0.08 -0.15 -0.244
C -3.53500 3.15938 0.90605 -0.06 0.24 -0.09 -0.168
C 2.00854 0.21827 1.88309 -0.06 -0.04 0.04 -0.034
C -2.87481 1.57428 2.64441 -0.27 -0.37 0.24 -0.579
C 0.10039 0.30724 -1.21542 -0.10 -0.21 -0.15 -0.190
C 4.60167 -2.03195 0.28322 0.00 -0.02 0.09 -0.055
C 2.20032 0.66646 -3.34816 -0.13 -0.19 0.34 -0.051
C -2.98942 0.13108 3.08592 0.56 -0.22 -0.17 -0.368
C 2.35644 -0.00330 -1.98582 0.29 0.23 -0.32 -0.248
C 1.10625 -1.98904 1.73196 0.01 0.07 0.03 -0.066
C -0.17678 -2.93200 -2.84123 -0.22 0.23 0.33 -0.050
C -0.71980 -2.57297 -1.46205 0.34 -0.51 -0.06 -0.232
C -2.27087 0.68538 -1.06435 0.27 0.07 -0.12 0.014
C 3.32562 -1.54727 0.90289 0.00 0.00 -0.01 -0.294
C -0.26044 -0.19533 2.83873 -0.48 0.05 0.13 -0.389
C 3.17793 -0.22258 1.29167 0.03 -0.06 0.01 -0.057
C 0.27974 1.64858 -0.89676 0.08 -0.06 0.06 -0.018
H 3.01256 -0.87379 -2.06740 0.02 0.14 0.07 0.123
H -2.70276 3.68800 1.37682 -0.13 -0.02 -0.07 0.120
H -1.33063 -3.39930 -1.08147 0.11 0.09 -0.01 0.126
H 1.27995 2.04454 -0.81789 0.13 0.00 -0.03 0.114
H 0.29308 -2.68001 1.90283 -0.06 -0.11 0.02 0.099
H 2.35987 -3.45411 0.81765 0.02 -0.12 -0.05 0.116
H -0.33477 0.89198 2.82178 0.09 -0.07 0.08 0.070
H -0.60208 3.53632 -0.44393 0.03 0.14 0.02 0.116
H -4.44855 3.75115 1.03758 0.15 0.04 0.00 0.120
H -3.08301 3.90926 -1.05061 -0.10 0.00 -0.05 0.117
H -3.26354 0.26824 -1.14740 -0.15 -0.06 -0.01 0.127
H 5.24222 -2.47136 1.04895 0.10 -0.04 -0.03 0.083
H -4.18550 1.17391 1.13720 0.10 -0.04 0.15 0.137
H 1.90678 1.25483 2.17182 -0.03 0.10 0.03 0.119
H -4.15270 2.49940 -1.04986 -0.03 0.05 -0.08 0.113
H 1.79534 -0.03958 -4.06961 -0.02 -0.05 -0.09 0.076
H 3.98950 0.47402 1.12973 0.08 0.06 -0.04 0.114
H 3.16914 1.01085 -3.69946 0.11 0.06 -0.05 0.078
H 5.14638 -1.21352 -0.18209 0.07 0.02 -0.06 0.074
H -0.99897 -3.08625 -3.53612 -0.06 -0.06 -0.08 0.077
H 0.45529 -2.13205 -3.21456 0.06 0.04 -0.06 0.058
H 0.09446 -2.38350 -0.76056 -0.15 -0.06 -0.05 0.095
H -2.73072 0.02632 4.13912 -0.14 0.13 -0.02 0.087
H 4.40324 -2.79718 -0.46425 0.05 -0.05 -0.08 0.077
H -3.97248 -0.29135 2.89018 -0.05 0.00 0.05 0.074
H 0.41025 -3.84410 -2.77675 0.08 -0.15 -0.02 0.076
H 2.80290 0.69027 -1.26398 -0.02 -0.12 -0.03 0.102
H 1.52470 1.51625 -3.28265 -0.01 0.08 -0.06 0.071
H -0.24458 -0.53886 3.87772 0.05 0.14 -0.01 0.095

=====

Record 3
37
Properties=species:S:1:pos:R:3:forces:R:3:lowdin_charge:R:1 method="wB97M-V/def2-TZVPD" homo_energy_ev="-9.87 / -11.19" gap_ha="0.2131 / 0.2701" spin_multiplicity=10 de_lowest_kcal_mol=37.3 e_lumo_ev="-4.07 / -3.84"
V 0.63631 -0.04401 2.18765 -1.31 0.90 -1.45 1.023
V -2.92332 -0.08675 1.76297 1.34 0.22 -1.53 1.163
V -0.67470 -2.27142 -0.06264 0.22 1.60 0.14 1.072
S 2.62315 1.45344 0.13334 2.43 5.52 1.86 0.606
S 2.47091 -1.09465 -0.55432 1.28 0.05 0.08 0.785
P -1.90033 2.66834 1.10015 1.03 4.58 -3.60 0.302
P -2.53750 -1.35052 -2.36402 -3.71 2.68 -2.79 0.226
P -1.17930 -1.78732 2.41269 1.65 2.23 -3.42 0.292
F -0.58272 1.89402 1.71543 -0.59 -0.68 1.02 -0.183
F 2.79257 -3.09922 1.26783 0.85 0.86 -0.30 0.125
F 1.49984 3.33163 -1.50707 0.95 -1.03 -0.10 0.158
F 4.43771 -2.86519 -0.16759 -0.60 0.60 0.97 0.149
F -4.00615 -1.89054 -2.84273 1.68 -0.18 0.85 -0.133
F -1.11926 -0.90200 -1.85377 2.08 1.53 0.73 -0.154
F 2.57226 1.70173 -2.53689 1.08 0.56 -0.88 0.193
F -1.69638 3.91432 2.09946 0.20 -1.02 -0.43 -0.109
F -3.17874 3.43266 0.39408 1.41 -0.70 0.61 -0.140
F 0.66366 1.33068 -1.68644 0.63 0.41 0.39 0.099
F -2.99529 0.15089 -2.81725 1.15 -1.20 0.02 -0.131
F -3.12544 -0.92215 -0.84239 -0.28 -0.58 -0.04 -0.209
F -2.26661 1.36554 0.13856 0.53 0.43 0.57 -0.183
F -2.13343 -2.75646 -1.70322 -0.10 -2.35 0.36 -0.166
F -1.84641 -1.71244 -3.79527 -0.96 0.01 1.19 -0.123
F 4.27701 -1.46121 1.54903 -1.03 -1.08 -1.18 0.139
F -0.79380 3.26585 0.01902 -2.05 -0.64 0.84 -0.139
F -2.93119 2.04123 2.18697 -0.34 -1.66 1.07 -0.176
O 2.28974 2.47629 1.15146 -0.41 -2.08 -1.65 -0.298
O -2.25982 -2.09977 1.39188 -7.25 -8.31 2.24 -0.346
O 4.04162 1.24787 -0.05199 -1.04 0.08 -0.52 -0.278
O -1.01395 -0.74813 1.25741 3.20 9.76 -10.28 -0.675
O 1.30003 -1.88286 -0.87834 -0.58 -0.71 0.33 -0.351
O 3.29935 -0.73215 -1.69867 -1.62 -0.48 2.42 -0.228
O 0.24223 -2.09624 1.85473 3.76 -6.01 3.95 -0.387
O -1.30949 -0.42357 3.09403 -1.76 -0.10 9.88 -0.355
N 1.90346 0.13060 0.54102 0.54 -3.16 -2.03 -0.391
C 1.82682 2.03466 -1.54434 -2.28 -0.39 1.36 -0.625
C 3.59705 -2.21299 0.64941 -0.10 0.35 -0.68 -0.552

=====

Record 4
56
Properties=species:S:1:pos:R:3:forces:R:3:lowdin_charge:R:1 method="wB97M-V/def2-TZVPD" homo_energy_ev="-12.01 / -11.99" gap_ha="0.2923 / 0.2531" spin_multiplicity=6 de_lowest_kcal_mol=15.3 total_charge=+1 e_lumo_ev="-4.06 / -5.10"
Ru 0.86325 0.52994 0.86569 -0.25 -0.04 -0.16 1.449
S 3.26765 0.90577 -0.30854 -0.44 -0.07 0.43 0.339
S 0.80518 2.94506 1.82881 0.01 -0.14 0.09 0.736
O 1.87077 1.40781 -0.78829 0.22 0.16 0.14 -0.473
O 4.19539 0.75429 -1.36718 -0.09 -0.10 -0.18 -0.232
O 3.67278 1.72121 0.83592 0.12 -0.01 -0.09 -0.367
O 2.76958 -0.42884 0.30131 0.29 0.15 0.02 -0.466
N 0.77354 -2.05819 0.74358 0.12 -0.01 0.00 0.050
N -1.68650 1.23680 1.24811 -0.07 0.10 -0.10 0.028
N 2.27810 1.60335 3.69296 -0.04 -0.09 -0.01 -0.073
N -0.62176 -0.28560 -0.60676 -0.15 -0.10 -0.03 0.030
N 1.96657 3.62027 4.20750 0.01 0.01 0.05 0.056
N -3.77426 -1.73561 -6.76740 0.08 0.03 0.16 0.083
N 2.31149 0.44221 2.91397 0.42 0.18 -0.14 0.068
N -3.66724 3.11264 0.70660 0.06 -0.06 -0.01 0.116
N 2.71883 3.10166 5.22355 -0.01 -0.02 -0.09 0.152
N 2.09896 -4.16693 -0.49934 -0.07 0.10 0.03 0.124
C 0.64563 -2.28955 -0.56813 -0.08 0.11 -0.02 -0.207
C -1.91184 -0.88889 -2.98731 -0.03 -0.01 -0.05 -0.090
C 1.32441 -3.33102 -1.18119 0.03 -0.06 -0.02 -0.040
C -0.90490 -1.70885 -2.47918 -0.01 -0.04 0.00 0.074
C 3.71046 0.87012 5.64192 0.01 0.01 0.03 0.011
C 1.54803 -2.88956 1.42376 -0.05 0.05 0.02 -0.106
C 1.68399 2.73426 3.25334 -0.02 0.02 -0.03 -0.709
C -1.99572 -2.07629 -5.19613 0.02 0.04 -0.01 -0.005
C 2.19466 -3.95174 0.80474 0.05 -0.07 -0.01 -0.083
C -2.16335 1.41153 0.01132 0.07 -0.12 -0.08 -0.199
C -0.29389 -1.38865 -1.28210 0.09 -0.05 0.07 -0.173
C -1.67064 0.43897 -0.99952 -0.02 0.07 0.07 -0.178
C -2.22832 1.97168 2.21088 0.03 -0.02 -0.01 -0.149
C -2.32707 0.17549 -2.18564 0.05 0.03 -0.06 0.074
C 2.91989 1.86910 4.88772 0.06 0.06 0.04 -0.307
C -2.63269 -2.31294 -6.40412 -0.02 -0.04 -0.10 -0.117
C -3.24126 2.88252 1.94160 -0.02 0.02 0.06 -0.089
C -3.12398 2.37907 -0.25632 -0.04 0.05 0.02 -0.047
C -3.75274 -0.57080 -4.67163 -0.01 -0.05 0.01 -0.006
C -2.56206 -1.18303 -4.29216 0.02 0.03 0.06 -0.157
C -4.31059 -0.88011 -5.90184 -0.08 0.00 -0.08 -0.118
H -3.16953 0.78403 -2.47204 0.00 0.01 -0.01 0.107
H 2.52976 -0.34479 3.51719 -0.24 -0.05 0.02 0.111
H -0.63128 -2.62164 -2.98444 -0.02 -0.01 -0.01 0.114
H 3.09198 0.02507 5.94925 0.01 0.00 0.01 0.092
H -4.27416 0.12991 -4.03608 0.00 -0.01 0.03 0.105
H -2.19459 -3.00249 -7.11622 -0.01 0.00 -0.01 0.115
H -5.24104 -0.41243 -6.20211 0.00 -0.01 -0.01 0.115
H -3.69813 3.44767 2.74414 -0.02 0.01 -0.02 0.119
H 1.66123 -2.71505 2.48629 -0.01 0.00 0.00 0.109
H 1.71346 4.59483 4.21364 -0.01 0.00 0.00 0.169
H 3.09800 0.57593 2.25245 0.00 -0.08 -0.01 0.064
H 4.10939 1.34833 6.53233 -0.01 -0.01 0.00 0.097
H 1.25714 -3.48656 -2.25052 0.02 -0.02 0.00 0.125
H 2.81183 -4.63163 1.37850 0.00 0.00 -0.01 0.119
H -3.45665 2.57428 -1.26782 -0.01 0.02 0.00 0.123
H -1.05845 -2.57798 -5.00360 0.02 0.02 0.02 0.108
H -1.84464 1.84439 3.21423 0.01 -0.01 0.00 0.108
H 4.54531 0.50097 5.04429 -0.01 0.00 -0.02 0.097

=====

Repeat the third record exactly.
37
Properties=species:S:1:pos:R:3:forces:R:3:lowdin_charge:R:1 method="wB97M-V/def2-TZVPD" homo_energy_ev="-9.87 / -11.19" gap_ha="0.2131 / 0.2701" spin_multiplicity=10 de_lowest_kcal_mol=37.3 e_lumo_ev="-4.07 / -3.84"
V 0.63631 -0.04401 2.18765 -1.31 0.90 -1.45 1.023
V -2.92332 -0.08675 1.76297 1.34 0.22 -1.53 1.163
V -0.67470 -2.27142 -0.06264 0.22 1.60 0.14 1.072
S 2.62315 1.45344 0.13334 2.43 5.52 1.86 0.606
S 2.47091 -1.09465 -0.55432 1.28 0.05 0.08 0.785
P -1.90033 2.66834 1.10015 1.03 4.58 -3.60 0.302
P -2.53750 -1.35052 -2.36402 -3.71 2.68 -2.79 0.226
P -1.17930 -1.78732 2.41269 1.65 2.23 -3.42 0.292
F -0.58272 1.89402 1.71543 -0.59 -0.68 1.02 -0.183
F 2.79257 -3.09922 1.26783 0.85 0.86 -0.30 0.125
F 1.49984 3.33163 -1.50707 0.95 -1.03 -0.10 0.158
F 4.43771 -2.86519 -0.16759 -0.60 0.60 0.97 0.149
F -4.00615 -1.89054 -2.84273 1.68 -0.18 0.85 -0.133
F -1.11926 -0.90200 -1.85377 2.08 1.53 0.73 -0.154
F 2.57226 1.70173 -2.53689 1.08 0.56 -0.88 0.193
F -1.69638 3.91432 2.09946 0.20 -1.02 -0.43 -0.109
F -3.17874 3.43266 0.39408 1.41 -0.70 0.61 -0.140
F 0.66366 1.33068 -1.68644 0.63 0.41 0.39 0.099
F -2.99529 0.15089 -2.81725 1.15 -1.20 0.02 -0.131
F -3.12544 -0.92215 -0.84239 -0.28 -0.58 -0.04 -0.209
F -2.26661 1.36554 0.13856 0.53 0.43 0.57 -0.183
F -2.13343 -2.75646 -1.70322 -0.10 -2.35 0.36 -0.166
F -1.84641 -1.71244 -3.79527 -0.96 0.01 1.19 -0.123
F 4.27701 -1.46121 1.54903 -1.03 -1.08 -1.18 0.139
F -0.79380 3.26585 0.01902 -2.05 -0.64 0.84 -0.139
F -2.93119 2.04123 2.18697 -0.34 -1.66 1.07 -0.176
O 2.28974 2.47629 1.15146 -0.41 -2.08 -1.65 -0.298
O -2.25982 -2.09977 1.39188 -7.25 -8.31 2.24 -0.346
O 4.04162 1.24787 -0.05199 -1.04 0.08 -0.52 -0.278
O -1.01395 -0.74813 1.25741 3.20 9.76 -10.28 -0.675
O 1.30003 -1.88286 -0.87834 -0.58 -0.71 0.33 -0.351
O 3.29935 -0.73215 -1.69867 -1.62 -0.48 2.42 -0.228
O 0.24223 -2.09624 1.85473 3.76 -6.01 3.95 -0.387
O -1.30949 -0.42357 3.09403 -1.76 -0.10 9.88 -0.355
N 1.90346 0.13060 0.54102 0.54 -3.16 -2.03 -0.391
C 1.82682 2.03466 -1.54434 -2.28 -0.39 1.36 -0.625
C 3.59705 -2.21299 0.64941 -0.10 0.35 -0.68 -0.552